This record from the OMol25 dataset describes a molecular structure, C34H26N6O2RuS2. The level of theory is wB97M-V/def2-TZVPD.

Last column: Löwdin charge in e.
Cartesian coordinates (Å):
1 Ru 0.18747 0.97833 -0.92053  0.90
2 C -0.12142 -7.25050 0.46445  -0.06
3 O -0.02527 -7.01524 1.86501  -0.06
4 C -0.74335 -6.01552 2.39748  -0.27
5 C -1.58980 -5.17907 1.66411  0.01
6 C -2.27833 -4.16663 2.30792  -0.01
7 C -2.13656 -3.98760 3.68068  -0.27
8 C -1.33976 -4.86640 4.41837  -0.01
9 C -0.62563 -5.85299 3.78278  0.02
10 N -2.81488 -3.00158 4.44726  0.11
11 N -3.18511 -1.93560 3.95829  0.11
12 C -2.81760 -1.33307 2.77321  -0.21
13 C -3.83015 -0.87029 1.91555  0.00
14 C -3.53834 -0.22609 0.74279  0.05
15 C -2.18805 0.05819 0.39451  -0.32
16 O -1.86469 0.64791 -0.67414  -0.10
17 C -1.14777 -0.32852 1.32632  -0.13
18 N 0.11060 0.01278 0.95693  -0.01
19 C 1.11011 -0.29988 1.77074  -0.08
20 C 0.90639 -0.95310 2.98791  -0.01
21 C -0.36506 -1.30842 3.36810  0.03
22 C -1.43715 -1.00776 2.51330  -0.08
23 H 0.54247 -8.08353 0.25894  0.10
24 H 0.20368 -6.37558 -0.10183  0.10
25 H -1.14116 -7.51931 0.18334  0.10
26 H -1.72802 -5.32344 0.60322  0.11
27 H -2.95684 -3.55046 1.73392  0.12
28 H -1.29035 -4.74487 5.49265  0.12
29 H 0.01305 -6.53211 4.33029  0.13
30 H -4.85609 -1.07699 2.19130  0.13
31 H -4.31366 0.08166 0.05391  0.13
32 H 2.10346 -0.01772 1.44434  0.10
33 H 1.75630 -1.16846 3.61971  0.12
34 H -0.53648 -1.80177 4.31482  0.12
35 N 3.87132 2.92037 -0.45873  0.13
36 C 4.76887 2.53745 -1.48932  -0.25
37 C 5.75175 3.39809 -1.94584  -0.01
38 C 6.59352 2.98575 -2.96949  -0.06
39 C 6.42376 1.74360 -3.56255  -0.07
40 C 5.41347 0.89838 -3.12695  -0.08
41 C 4.60950 1.28618 -2.06595  -0.45
42 S 3.38619 0.20631 -1.40134  1.00
43 N 2.19578 1.35967 -0.96130  -0.42
44 C 2.56623 2.51003 -0.51242  -0.35
45 C 1.47284 3.36922 -0.03120  -0.17
46 C 1.61495 4.67942 0.39569  0.01
47 C 0.49798 5.38117 0.81400  -0.03
48 C -0.73696 4.75234 0.77672  -0.02
49 C -0.81872 3.44882 0.32857  -0.08
50 N 0.26323 2.76093 -0.05876  -0.04
51 H 4.04146 3.82578 -0.05485  0.13
52 H 5.86369 4.38113 -1.50415  0.12
53 H 7.37532 3.64762 -3.31565  0.11
54 H 7.07141 1.43562 -4.37136  0.11
55 H 5.25571 -0.06382 -3.59622  0.11
56 H 2.58286 5.16044 0.38660  0.12
57 H 0.58774 6.40490 1.14904  0.12
58 H -1.63849 5.26502 1.07983  0.12
59 H -1.76210 2.92780 0.24599  0.12
60 S 0.08814 1.39785 -3.14765  0.58
61 C -1.64029 1.67907 -3.45577  -0.68
62 C -2.21095 2.90919 -3.13894  -0.14
63 C -3.56441 3.13086 -3.34647  -0.09
64 C -4.36156 2.12976 -3.88555  -0.10
65 C -3.79155 0.90945 -4.22179  -0.09
66 C -2.43937 0.68358 -4.00758  -0.13
67 H -1.58317 3.69664 -2.73766  0.09
68 H -3.99531 4.09338 -3.09998  0.10
69 H -5.41584 2.30446 -4.05509  0.10
70 H -4.40230 0.12779 -4.65569  0.10
71 H -1.99673 -0.27056 -4.26386  0.10

Spin multiplicity: 2
Electronic energy in Eh: -2681.30041
Net charge: +1
Expectation value of S²: 0.8047

This record from the OMol25 dataset describes C5H7N in the gas phase. The level of theory is wB97M-V/def2-TZVPD.

Last column: Löwdin charge in e.
Cartesian coordinates (Å):
1 C -0.37088 -0.30924 1.71756  -0.08
2 C -0.05963 -0.63958 0.25139  -0.41
3 C -1.26337 -0.37144 -0.64802  -0.02
4 N -0.74585 0.42923 -1.57210  -0.03
5 C 0.63813 0.75728 -1.42476  -0.10
6 C 1.09416 0.13611 -0.34018  -0.06
7 H -0.59793 0.75554 1.83313  0.08
8 H -1.24021 -0.87819 2.05928  0.07
9 H 0.47931 -0.54651 2.36586  0.07
10 H 0.13499 -1.72190 0.17859  0.14
11 H -1.29983 0.79742 -2.33388  0.12
12 H 1.12730 1.41251 -2.13571  0.11
13 H 2.10382 0.17875 0.04883  0.10

Electronic energy in Eh: -249.38990

This record from the OMol25 dataset describes C19H29FN2O5S in the gas phase. The level of theory is wB97M-V/def2-TZVPD.

Last column: Löwdin charge in e.
Cartesian coordinates (Å):
1 O 2.13601 -1.26095 -0.91308  0.09
2 C 2.54569 -0.21432 -0.45008  -0.43
3 N 2.40932 0.11567 0.85892  0.09
4 C 1.58475 -0.69294 1.73318  -0.12
5 C 0.74984 0.11858 2.72397  -0.21
6 C 0.10273 1.40205 2.13113  -0.06
7 C -1.39855 1.15548 2.34085  -0.24
8 C -1.73594 1.23632 3.83296  -0.10
9 C -1.12092 -0.07554 4.38892  -0.10
10 C -0.50119 -0.69985 3.13584  -0.22
11 N -1.48264 -0.29687 2.11001  0.04
12 C -1.57720 -0.76552 0.82720  -0.43
13 O -1.84709 -0.02737 -0.10630  0.09
14 C -1.50406 -2.27184 0.62828  -0.23
15 C -2.97497 -2.79600 0.60871  -0.16
16 C -3.44970 -2.74634 -0.83545  -0.22
17 S -2.06080 -3.44718 -1.70537  0.67
18 O -2.00939 -4.85200 -1.37745  -0.31
19 O -2.01514 -3.03097 -3.07952  -0.31
20 C -0.83119 -2.60132 -0.71594  -0.17
21 C 3.17523 0.85322 -1.33854  -0.23
22 F 4.31982 0.31786 -1.91606  0.02
23 C 2.19559 1.26536 -2.42018  -0.27
24 C 0.88546 1.77907 -1.81957  -0.13
25 C -0.03273 2.27902 -2.92422  -0.20
26 O 0.58875 3.28309 -3.70657  -0.13
27 C 1.75113 2.78872 -4.34783  -0.21
28 C 2.79222 2.32797 -3.33999  -0.13
29 H 2.78934 0.98637 1.18797  0.14
30 H 0.93679 -1.26464 1.06657  0.11
31 H 2.19028 -1.42523 2.27493  0.14
32 H 1.35319 0.35180 3.60390  0.14
33 H 0.44637 2.31460 2.61891  0.12
34 H 0.30957 1.48662 1.06407  0.09
35 H -2.04785 1.71555 1.67737  0.15
36 H -1.31435 2.13167 4.28858  0.11
37 H -2.81424 1.25739 3.98261  0.11
38 H -0.37200 0.09298 5.16198  0.11
39 H -1.89026 -0.72786 4.79944  0.11
40 H -0.33704 -1.77264 3.19672  0.15
41 H -0.97484 -2.74478 1.45185  0.13
42 H -2.99423 -3.82673 0.96087  0.12
43 H -3.60542 -2.19832 1.26653  0.12
44 H -4.32662 -3.35484 -1.04483  0.11
45 H -3.58398 -1.72695 -1.19567  0.11
46 H -0.54488 -1.70352 -1.25796  0.10
47 H 0.02822 -3.26132 -0.62770  0.11
48 H 3.49214 1.72286 -0.75090  0.15
49 H 1.98021 0.36039 -2.99899  0.16
50 H 0.36597 0.99333 -1.26394  0.10
51 H 1.09030 2.60691 -1.12985  0.13
52 H -0.32791 1.43728 -3.56632  0.13
53 H -0.93716 2.72087 -2.50928  0.13
54 H 1.47873 1.95522 -5.01123  0.13
55 H 2.13294 3.60183 -4.96372  0.12
56 H 3.11326 3.19046 -2.74569  0.13
57 H 3.66841 1.93731 -3.86001  0.12

SMILES: O=C(NC[C@H]1C[C@@H]2CC[C@H]1N2C(=O)[C@H]1CCS(=O)(=O)C1)[C@@H](F)C1CCOCC1
Electronic energy in Eh: -1725.19276

This record from the OMol25 dataset describes 2 unconnected molecules or ions with the total composition C2H3ClN2. The level of theory is wB97M-V/def2-TZVPD.

Last column: Löwdin charge in e.
Cartesian coordinates (Å):
1 C 2.46530 0.60490 -0.40242  -0.11
2 C -0.75682 -0.93001 0.78733  0.01
3 N 2.92960 0.11783 0.51595  0.06
4 N -1.28272 -0.06910 0.13827  -0.29
5 Cl -0.85784 1.90526 0.09205  0.17
6 H 2.02103 1.08588 -1.23632  0.04
7 H 0.07049 -0.84985 1.46648  0.05
8 H -2.05411 -0.11170 -0.50789  0.08

Electronic energy in Eh: -647.57778

We obtain relative energy (zero: lowest compared OMol25 entry of this formula, charge and spin) values of 0.0; 218.8; 16.8; 378.2 kJ/mol for the records listed above, in that order.